No. 1
The following is a quantum chemistry calculation of a structure of composition C23H19Cl44I2N2O3, from the Open Molecules 2025 dataset.

The value obtained for the LUMO energy is 1.2 eV. As for the energy: -600466.906 eV. For the HOMO energy, the calculation gives -4.817 eV. The calculation puts the HOMO-LUMO gap at 0.2205 Ha.

The geometry in ORCA input format:
```
! RIJCOSX wB97M-V def2-TZVPD def2/J DEFGRID3
* xyz -1 1
C 2.3552 -6.6485 2.3677
O 1.1320 -5.9877 2.1109
C 1.1594 -4.5881 2.3781
C -0.2686 -4.0598 2.2783
C -0.4991 -2.7072 2.9584
N -0.0789 -1.5399 2.1532
C -1.1836 -0.5594 2.0827
C -2.2136 -1.0230 1.0457
C -3.4186 -1.8294 1.4966
N -2.1196 -0.7728 -0.2006
C 1.1613 -1.0097 2.7493
C 0.9188 -0.1834 4.0636
O 1.1658 -0.8135 5.1102
O 0.4851 0.9842 3.9005
C 2.0835 -0.1887 1.8534
I 1.2999 0.9287 0.2443
C 3.3877 -0.0732 2.1795
C 4.0541 -0.7300 3.3631
I 4.7153 1.2756 1.2113
H 2.2537 -7.3095 3.2377
H 2.6422 -7.2336 1.4886
H 3.1631 -5.9341 2.5761
H 1.8251 -4.0815 1.6661
H 1.5172 -4.4224 3.4067
H -0.8909 -4.7961 2.8088
H -0.6208 -4.0344 1.2412
H -0.0097 -2.7035 3.9438
H -1.5662 -2.6418 3.1711
H -0.8058 0.4326 1.8404
H -1.6935 -0.4511 3.0543
H -3.6192 -1.7116 2.5659
H -3.2391 -2.8960 1.3115
H -4.3004 -1.5255 0.9280
H -1.2603 -0.2488 -0.3769
H 1.7348 -1.8970 3.0245
H 4.1873 -0.0041 4.1728
H 3.4631 -1.5508 3.7669
H 5.0396 -1.1203 3.0838
C 6.2936 -3.7417 0.3823
Cl 7.8232 -4.1316 -0.4274
Cl 6.2969 -4.4649 1.9980
Cl 6.1212 -1.9987 0.5288
Cl 4.9557 -4.3939 -0.5650
C -6.2810 0.0055 -1.6743
Cl -4.6796 0.0805 -2.4212
Cl -6.2787 -1.1773 -0.3708
Cl -6.6847 1.5998 -1.0172
Cl -7.5055 -0.4425 -2.8764
C -5.1623 -4.4370 -4.0576
Cl -6.5864 -5.1267 -3.2643
Cl -4.8277 -2.8470 -3.3760
Cl -3.7775 -5.5047 -3.8124
Cl -5.4799 -4.2754 -5.7917
C 5.8536 4.9908 2.8353
Cl 6.4841 4.5907 1.2282
Cl 4.1561 4.5597 2.9604
Cl 6.7820 4.1077 4.0505
Cl 6.0409 6.7358 3.1027
C -2.0471 4.0236 -0.9893
Cl -3.4127 2.9945 -0.5886
Cl -2.6128 5.3524 -2.0174
Cl -1.3233 4.6604 0.4857
Cl -0.8382 3.0864 -1.8806
C 10.4453 5.7232 5.6866
Cl 9.2874 6.4840 4.5990
Cl 11.9187 5.3192 4.7938
Cl 10.8322 6.8357 7.0056
Cl 9.7492 4.2434 6.3555
C -5.3462 5.0408 -5.2190
Cl -4.2406 6.3264 -4.7273
Cl -4.9033 4.4896 -6.8357
Cl -5.2395 3.6906 -4.0899
Cl -7.0065 5.6668 -5.2218
C -6.9539 -0.4588 -7.6857
Cl -5.7194 -1.5443 -8.3361
Cl -6.7838 -0.3363 -5.9342
Cl -6.7710 1.1379 -8.4183
Cl -8.5573 -1.0993 -8.0718
C -9.4954 -7.6969 -5.9659
Cl -9.9468 -7.9609 -7.6562
Cl -10.8654 -6.9914 -5.0992
Cl -9.0695 -9.2450 -5.2264
Cl -8.1185 -6.6025 -5.8778
C 14.7381 5.3334 8.3224
Cl 13.3396 4.2801 8.5447
Cl 14.8540 6.4566 9.6829
Cl 16.2066 4.3512 8.2449
Cl 14.5572 6.2425 6.8223
C -6.4371 7.9443 -9.6760
Cl -7.4861 9.3259 -10.0200
Cl -6.9867 7.1277 -8.2143
Cl -6.4883 6.8168 -11.0374
Cl -4.7794 8.5080 -9.4439
*
```

Here are the Mulliken charges for atoms 1 to 8, given in e: atom 1 (C): -0.592, atom 2 (O): -0.409, atom 3 (C): -0.568, atom 4 (C): -0.757, atom 5 (C): -0.740, atom 6 (N): 0.603, atom 7 (C): -1.230, atom 8 (C): 0.213

No. 2
The following is a quantum chemistry calculation of a structure of composition C23H19Cl4I2N4O2SSiTa, from the Open Molecules 2025 dataset.

The value obtained for the LUMO energy (alpha / beta) is -3.5 / -3.6 eV. As for the energy: -120770.306 eV. The calculation puts the energy relative to the best compared isomer or geometry (same formula, charge and spin) at 46.5 kcal per mole. For the HOMO energy (alpha / beta), the calculation gives -9.346 / -10.373 eV. The calculation puts the HOMO-LUMO gap (alpha / beta) at 0.2145 / 0.2506 Ha.

The geometry in ORCA input format:
```
! RIJCOSX wB97M-V def2-TZVPD def2/J DEFGRID3
* xyz 1 2
Ta -1.3847 -0.7525 -0.4126
I 2.5600 4.1806 4.5053
C 1.4164 2.9207 3.2775
C 0.2788 3.4172 2.6617
C -0.4444 2.5867 1.8266
I -2.2382 3.2406 0.9485
C -0.0390 1.2640 1.5793
O -0.6782 0.4789 0.7159
C 1.0750 0.7566 2.2678
C 1.3844 -0.7166 2.1954
N 2.1369 -1.1545 0.9925
C 3.4207 -0.4894 0.7956
C 3.4981 0.1536 -0.5587
C 4.5482 0.9984 -0.8555
C 4.6375 1.5927 -2.1007
C 3.6386 1.3146 -3.0243
C 2.6198 0.4637 -2.6812
N 2.5312 -0.1272 -1.4624
C 1.7895 1.5987 3.1080
H -0.0602 4.4277 2.8406
H 0.4463 -1.2760 2.1961
H 1.9539 -0.9887 3.0874
H 2.2873 -2.1520 1.0993
H 4.2521 -1.1918 0.8902
H 3.5632 0.2885 1.5472
H 5.3066 1.1836 -0.1063
H 5.4627 2.2460 -2.3483
H 3.6511 1.7406 -4.0172
H 1.8414 0.2211 -3.3844
H 2.6366 1.2154 3.6649
O -1.2210 -2.3977 1.1504
N -2.3781 -2.9841 1.4743
C -2.3534 -4.3019 1.7460
C -3.4961 -4.9795 2.0705
C -4.7054 -4.2833 2.1036
C -4.7105 -2.9341 1.8396
C -3.5258 -2.2592 1.5229
S -3.4624 -0.5759 1.2080
H -1.3795 -4.7620 1.6754
H -3.4447 -6.0356 2.2878
H -5.6294 -4.8022 2.3181
H -5.6220 -2.3557 1.8537
Cl -2.6421 -2.1724 -1.5634
Si 1.0957 -1.2649 -0.9798
Cl 1.8981 -3.1575 -1.0903
Cl 0.1099 -1.3298 -2.9576
Cl -4.3308 1.9393 -4.6757
C -2.9123 1.9714 -3.7111
C -1.9760 2.9849 -3.8389
C -0.8561 2.9398 -3.0235
C -0.7185 1.9100 -2.1183
N -1.6257 0.9341 -1.9941
C -2.7032 0.9645 -2.7810
H -2.1239 3.7873 -4.5483
H -0.0951 3.7052 -3.0842
H 0.1367 1.8565 -1.4557
H -3.4200 0.1617 -2.6766
*
```

Here are the Mulliken charges for atoms 1 to 8, given in e: atom 1 (Ta): 0.552, atom 2 (I): 0.103, atom 3 (C): -0.687, atom 4 (C): -0.094, atom 5 (C): -0.634, atom 6 (I): 0.056, atom 7 (C): 0.053, atom 8 (O): 0.848

No. 3
The following is a quantum chemistry calculation of a structure of composition C23H19IrN3O6S, from the Open Molecules 2025 dataset.

The value obtained for the LUMO energy (alpha / beta) is -6.5 / -10.2 eV. As for the energy: -54568.585 eV. The calculation puts the energy relative to the best compared isomer or geometry (same formula, charge and spin) at 0.0 kcal per mole. For the HOMO energy (alpha / beta), the calculation gives -12.607 / -14.473 eV. The calculation puts the HOMO-LUMO gap (alpha / beta) at 0.2251 / 0.1555 Ha.

The geometry in ORCA input format:
```
! RIJCOSX wB97M-V def2-TZVPD def2/J DEFGRID3
* xyz 2 6
Ir -0.1459 -0.7075 0.4146
C 4.2484 0.2072 -0.1912
O 3.4343 1.3966 -0.4509
C 2.1896 1.0269 -0.2884
N 1.9349 -0.2166 -0.0949
C 3.2301 -0.9553 -0.1497
C 3.4901 -1.9635 0.9481
C 4.7591 -2.1738 1.3943
C 5.0847 -3.2191 2.2834
C 4.0913 -4.1270 2.6989
C 2.8112 -3.9866 2.2786
C 2.3899 -2.8538 1.4197
C 1.0947 2.0142 -0.4058
C 1.2110 3.3466 -0.7709
C 0.0405 4.0765 -0.9398
C -1.1987 3.4602 -0.7893
C -1.2092 2.1246 -0.4264
N -0.0873 1.4470 -0.2051
C -2.3851 1.2393 -0.3363
N -2.2333 -0.0304 -0.2092
C -3.5615 -0.6508 -0.2604
C -4.5078 0.5845 -0.2109
O -3.6083 1.7115 -0.4385
C -3.7438 -1.6221 0.8733
C -3.3849 -1.2238 2.2078
C -3.4674 -2.1095 3.2486
C -3.9122 -3.4065 2.9889
C -4.2968 -3.8062 1.6682
C -4.2197 -2.9164 0.6294
H 4.7341 0.3735 0.7678
H 4.9813 0.1354 -0.9883
H 3.2215 -1.4875 -1.1084
H 5.5738 -1.5519 1.0435
H 6.1047 -3.3345 2.6192
H 4.3570 -4.9467 3.3523
H 2.0419 -4.6818 2.5876
H 1.7562 -3.1900 0.5915
H 2.1845 3.7905 -0.9259
H 0.0913 5.1203 -1.2176
H -2.1223 3.9946 -0.9629
H -3.6652 -1.1847 -1.2068
H -4.9764 0.7380 0.7602
H -5.2569 0.5844 -0.9958
H -3.0281 -0.2151 2.3747
H -3.1754 -1.8247 4.2492
H -3.9722 -4.1297 3.7925
H -4.6346 -4.8219 1.5110
H -4.4882 -3.2092 -0.3770
O -0.1930 -3.2369 3.5835
S -0.0333 -2.3229 2.5146
O 1.4821 -1.9404 2.2357
O -0.5918 -0.9571 2.6946
O -0.5297 -2.7993 1.1833
*
```

Here are the Mulliken charges for atoms 1 to 8, given in e: atom 1 (Ir): 0.957, atom 2 (C): -0.759, atom 3 (O): -0.398, atom 4 (C): 0.489, atom 5 (N): -0.227, atom 6 (C): 0.450, atom 7 (C): -0.126, atom 8 (C): -0.301

No. 4
The following is a quantum chemistry calculation of a structure of composition C23H19MoN5O8, from the Open Molecules 2025 dataset.

The value obtained for the LUMO energy (alpha / beta) is -0.9 / -1.6 eV. As for the energy: -49848.485 eV. The calculation puts the energy relative to the best compared isomer or geometry (same formula, charge and spin) at 0.0 kcal per mole. For the HOMO energy (alpha / beta), the calculation gives -7.612 / -8.341 eV. The calculation puts the HOMO-LUMO gap (alpha / beta) at 0.2465 / 0.2462 Ha.

The geometry in ORCA input format:
```
! RIJCOSX wB97M-V def2-TZVPD def2/J DEFGRID3
* xyz 0 3
Mo 0.0392 0.2969 0.2209
O -2.5115 2.6804 2.8282
C -1.6968 2.6585 3.8971
C -2.2284 3.0689 5.1191
C -1.4589 3.0416 6.2615
C -0.1297 2.6304 6.2086
C 0.4137 2.2366 5.0093
C -0.3575 2.2255 3.8409
C 0.2055 1.6913 2.6172
O -0.4637 1.7310 1.4921
N 1.4016 1.1501 2.6099
N 1.6462 0.6574 1.4038
C 2.8622 0.3398 1.0064
C 2.9633 0.2440 -0.3977
C 4.1554 0.0453 -1.1178
C 4.1208 0.0408 -2.4894
C 2.8967 0.2477 -3.1366
C 1.7668 0.4421 -2.3752
N 1.7782 0.4528 -1.0412
H -2.0043 2.4037 2.0396
H -3.2592 3.3872 5.1340
H -1.8903 3.3479 7.2024
H 0.4678 2.6054 7.1075
H 1.4386 1.9149 4.9348
H 3.6897 0.2675 1.6997
H 5.0752 -0.1017 -0.5756
H 5.0159 -0.1341 -3.0657
H 2.8334 0.2587 -4.2128
H 0.8006 0.6123 -2.8368
O -2.0501 2.4136 -2.5087
C -1.7415 1.6801 -1.5894
O -0.5063 1.5009 -1.1543
C -2.6644 0.8659 -0.7764
C -4.0472 0.9891 -0.7038
C -4.7380 0.2726 0.2543
C -4.0189 -0.5394 1.1450
C -2.6521 -0.6116 1.0233
N -1.9702 0.0624 0.0723
C -1.7034 -1.2968 1.9838
O -2.0640 -2.1287 2.7828
O -0.5019 -0.8315 1.8429
H -4.5383 1.6591 -1.3911
H -5.8072 0.3606 0.3406
H -4.5074 -1.0888 1.9320
N -1.3521 -1.8790 -2.4234
C -0.9609 -3.2115 -1.9715
C 0.5555 -3.3482 -1.8448
C 1.1305 -2.3758 -0.8183
O 2.2802 -2.4267 -0.4274
O 0.3006 -1.4714 -0.4229
H -2.3624 -1.7925 -2.3868
H -1.0721 -1.7271 -3.3885
H -1.3284 -4.0102 -2.6360
H -1.4012 -3.3542 -0.9818
H 1.0450 -3.1474 -2.8011
H 0.8178 -4.3630 -1.5451
*
```

Here are the Mulliken charges for atoms 1 to 8, given in e: atom 1 (Mo): -0.662, atom 2 (O): -0.682, atom 3 (C): 0.312, atom 4 (C): -0.614, atom 5 (C): -0.353, atom 6 (C): -0.729, atom 7 (C): -0.487, atom 8 (C): 0.227